Below is a 13-piece molecular cluster, C30H67N10O30S6 overall, with properties calculated with ωB97M-V with the def2-TZVPD basis set.

Summary:
spin multiplicity	2
DFT total energy	-6376.37133	a.u.
max |F|	7.56	eV Å⁻¹
net charge	+2

Geometry (Å):
S1 3.0571 1.5974 27.0856
S2 -0.9295 -3.2864 35.2385
S3 -1.3738 4.4114 27.2831
S4 -3.7469 1.9872 30.6307
S5 0.2291 -0.8275 32.0642
S6 0.3145 0.7912 22.2531
O1 -3.5225 0.8052 29.7554
O2 0.8667 -0.5691 22.3188
O3 -1.1354 -3.4155 33.7801
O4 0.8090 0.3142 31.0004
O5 -1.9341 -6.4979 28.4545
O6 -0.8820 3.3182 28.1472
O7 -4.7343 -2.9768 28.6425
O8 4.1046 2.8320 27.3882
O9 -1.2383 -1.1351 31.8387
O10 1.1433 1.8965 22.7809
O11 1.8674 1.7598 27.8968
O12 0.4255 0.2607 33.2685
O13 -2.3126 -3.1307 35.9818
O14 -1.0943 0.7980 23.1269
O15 -2.0226 5.6461 27.8033
O16 -2.3818 3.8307 26.1080
O17 -2.7226 2.2570 31.7029
O18 -0.1597 4.8983 26.2368
O19 -4.0854 3.3162 29.6591
O20 2.0862 -6.3451 30.9172
O21 -5.3267 2.0283 31.1893
O22 -0.4030 1.0967 20.7204
O23 -2.0290 -6.9636 33.7967
O24 3.8210 0.3700 27.0677
O25 5.1152 -3.8812 28.1492
O26 2.8000 2.1570 25.5438
O27 -0.0913 -4.3025 35.8620
O28 -0.4191 -1.8253 35.6336
O29 -3.1451 -3.0146 25.3031
O30 1.2439 -1.9499 32.2305
N1 -3.0302 -4.5110 26.9592
N2 -6.1374 -2.4451 30.3015
N3 3.7450 -5.7193 32.2725
N4 -1.2196 -8.3249 27.4452
N5 4.0033 -7.4148 31.1270
N6 -1.9401 -5.0081 25.1285
N7 -0.4561 -3.0070 29.0603
N8 -0.4338 -7.9499 29.3200
N9 -6.3070 -1.3888 28.4359
N10 -0.7592 -1.1580 27.9912
C1 3.2016 -6.4582 31.3719
C2 3.7396 3.0442 25.1022
C3 4.9583 -2.4540 27.9087
C4 -1.9352 4.1540 24.7397
C5 -1.4863 -8.5656 32.2090
C6 -5.2636 3.9987 29.9245
C7 0.2308 1.6194 32.8654
C8 -0.5793 -4.0632 30.0665
C9 -1.2321 -7.4929 28.3869
C10 4.8385 -1.9063 29.3717
C11 0.3780 1.6088 31.3155
C12 -0.4338 4.5427 24.8265
C13 4.7771 3.2736 26.2470
C14 4.4008 -4.3027 29.2913
C15 -2.1295 0.4881 22.2372
C16 -1.3507 0.0254 27.3635
C17 -1.5488 -0.9813 35.8346
C18 0.8415 -2.6173 28.7012
C19 4.3120 -3.0962 30.2102
C20 0.6225 -1.3566 28.1342
C21 -2.5394 -8.2335 34.3328
C22 -1.8052 1.0374 20.7905
C23 -5.6643 -2.3253 29.0579
C24 -2.8437 -1.7929 35.8399
C25 -1.4073 -2.2014 28.6281
C26 -6.1869 2.8798 30.4642
C27 -0.8931 0.1911 25.8899
C28 -0.9638 -7.3389 32.8415
C29 -2.0665 -9.3163 33.3919
C30 -2.7376 -4.0596 25.7196
H1 -7.0006 3.1528 31.1361
H2 -1.5101 -0.2352 35.0409
H3 -0.7558 1.8173 33.2844
H4 3.2869 -4.9983 32.8113
H5 5.0539 4.3116 26.4316
H6 -2.2335 2.0295 20.6474
H7 3.6415 -8.2143 30.6271
H8 4.6039 -7.5155 31.9328
H9 -2.0130 -8.5093 35.2466
H10 0.1684 0.0823 25.6676
H11 -7.1309 -1.0409 28.9051
H12 3.4354 -4.6735 28.9470
H13 -6.7032 2.3579 29.6586
H14 -1.6294 -5.8618 25.5698
H15 -1.4317 -10.0794 33.8423
H16 -3.6204 -8.1034 34.3840
H17 5.7130 -1.9652 27.2926
H18 0.1109 -4.8924 29.9109
H19 -2.2836 -0.5875 22.1507
H20 4.9111 -3.2332 31.1103
H21 -3.3644 -1.8521 34.8842
H22 5.7798 -1.5499 29.7900
H23 0.2992 3.7961 24.5209
H24 -5.1697 4.8089 30.6476
H25 -3.6770 -4.0207 27.5602
H26 -2.4771 -2.2611 28.7636
H27 -1.0371 0.8809 27.9617
H28 -1.6089 -4.3822 30.2291
H29 0.8574 2.3862 33.3209
H30 -0.0051 -7.3573 33.3599
H31 -0.9627 -6.6068 32.0340
H32 1.7474 -3.1218 29.0033
H33 -6.9043 -1.8602 30.6012
H34 -2.8865 -9.8667 32.9305
H35 4.5707 -6.0902 32.7206
H36 -1.2556 -0.6304 25.2720
H37 -0.2352 -3.5631 30.9718
H38 -1.4376 1.0246 25.4462
H39 -3.5488 -1.7065 36.6666
H40 -1.8569 -8.2022 26.6713
H41 -0.3331 -7.3574 30.1317
H42 -2.2583 -8.3360 31.4746
H43 5.7182 2.7563 26.0600
H44 -2.4333 0.0865 27.4745
H45 -2.3267 0.4594 20.0275
H46 -5.7215 -3.1739 30.8636
H47 0.9865 2.3634 30.8171
H48 -0.7538 -9.2139 27.5589
H49 -0.1786 5.4771 24.3267
H50 4.0513 -2.3462 27.3138
H51 4.0840 -1.1200 29.3488
H52 -6.0085 -1.2061 27.4885
H53 4.3140 2.6383 24.2695
H54 -1.9459 3.2946 24.0693
H55 3.2402 -3.0402 30.4005
H56 -5.7444 4.4298 29.0464
H57 -1.4239 -4.5698 24.3792
H58 3.1717 3.9326 24.8261
H59 -2.6509 4.8857 24.3650
H60 4.9718 -5.0897 29.7838
H61 -1.4291 -0.4395 36.7728
H62 1.4089 -0.6985 27.7953
H63 -0.5678 1.6873 30.7792
H64 -3.0690 0.8967 22.6092
H65 0.1978 -8.7375 29.2937
H66 -2.4598 -5.2872 27.2628
H67 -0.6101 -9.0538 31.7822

=====

Below is a 6-piece molecular cluster, C30H68ClN4O14 overall, with properties calculated with ωB97M-V with the def2-TZVPD basis set.

Summary:
DFT total energy	-2915.88702	a.u.
max |F|	5.42	eV Å⁻¹
net charge	-1

Geometry (Å):
Cl1 24.5789 15.2010 12.6679
O1 24.1040 16.2420 11.8791
O2 21.0507 9.9675 14.2756
O3 26.7917 11.1544 14.9554
O4 25.5940 21.0586 11.1536
O5 25.9781 14.8417 12.5215
O6 25.6409 10.4233 8.5442
O7 23.7382 10.6562 6.5448
O8 27.1990 12.2754 16.8302
O9 25.2838 22.0125 16.0727
O10 21.8343 10.3464 10.1869
O11 23.8050 14.0548 12.2650
O12 22.0765 13.2150 9.6325
O13 24.2927 15.4414 14.0181
O14 26.4244 10.1306 16.9653
N1 20.7690 10.7341 15.3327
N2 24.4139 12.8849 8.0713
N3 26.0268 19.9809 13.9143
N4 24.2858 11.4830 10.5898
C1 23.9538 10.3545 11.4942
C2 21.9310 11.3169 16.0426
C3 20.4134 13.2422 17.0046
C4 25.2022 19.6678 11.5011
C5 22.4394 10.2709 11.5130
C6 23.3842 9.6253 5.6139
C7 19.2282 12.4519 16.3799
C8 19.5069 11.6173 15.1159
C9 20.5193 9.8453 10.2142
C10 24.6172 20.2057 14.3676
C11 22.8176 10.1757 16.6661
C12 22.7925 12.2768 15.1494
C13 27.4585 13.2074 15.8029
C14 24.2030 13.0806 6.5842
C15 24.0971 14.1531 8.7947
C16 25.7901 11.6179 10.5405
C17 24.4164 11.7533 5.8691
C18 19.6269 12.5606 13.8894
C19 24.5576 20.7773 15.8607
C20 20.8143 13.5031 10.3212
C21 24.4869 21.5867 10.3004
C22 26.4765 10.5158 9.7305
C23 24.9662 22.7493 17.2233
C24 18.2499 10.7790 14.8529
C25 22.6040 14.3531 8.8844
C26 26.1806 19.2205 12.6357
C27 21.5713 12.2102 17.2725
C28 26.8750 11.0817 16.3156
C29 26.8358 12.5495 14.6060
C30 26.5130 9.8262 7.5379
H1 23.9026 19.4027 14.1867
H2 20.9052 9.0684 14.5789
H3 21.9105 10.9625 12.1688
H4 19.5012 11.9895 12.9695
H5 22.2171 9.5190 17.2956
H6 27.1798 19.3136 12.2102
H7 23.1895 9.5053 15.8913
H8 18.4171 13.0926 16.0341
H9 27.5446 10.6601 9.5679
H10 18.9504 11.7292 17.1472
H11 23.2461 13.5659 6.3917
H12 25.3201 18.9926 10.6536
H13 24.9503 20.0048 16.5219
H14 27.2372 10.5448 7.1540
H15 20.9495 14.0748 11.2394
H16 23.8884 22.8947 17.2960
H17 24.1604 19.5169 11.7841
H18 22.3848 9.3374 12.0730
H19 20.6720 14.0741 16.3495
H20 23.7415 10.4805 17.1577
H21 22.1367 14.3338 7.8998
H22 28.5034 13.4934 15.6824
H23 19.1113 13.5193 13.9445
H24 26.9509 8.8715 7.8292
H25 25.8240 12.9400 14.4966
H26 24.5261 9.4820 11.1791
H27 25.3782 23.7497 17.0911
H28 26.4168 9.5161 10.1607
H29 21.1302 11.5889 18.0519
H30 18.2930 10.2530 13.8992
H31 22.6693 8.9813 6.1260
H32 25.9105 18.2088 12.9384
H33 20.4563 8.8780 10.7127
H34 20.0562 9.7174 9.2358
H35 24.1789 9.0320 5.1618
H36 20.6604 12.9025 13.9450
H37 17.2510 11.1697 15.0468
H38 22.5895 11.9615 14.1259
H39 26.1019 12.5441 10.0577
H40 24.0056 12.2096 11.2329
H41 24.5973 14.1390 9.7631
H42 20.0294 10.5624 10.8729
H43 26.0047 9.5120 6.6264
H44 26.9165 14.1327 15.9980
H45 24.8027 22.5040 9.8034
H46 23.6432 21.9953 10.8566
H47 22.2203 15.2789 9.3131
H48 23.8708 12.2469 15.3059
H49 27.2724 12.7815 13.6346
H50 25.3743 22.2479 18.1009
H51 24.2740 10.5546 12.5168
H52 23.9782 11.8885 4.8803
H53 25.4987 11.6241 5.8817
H54 24.4586 15.0234 8.2469
H55 26.2294 11.6186 11.5380
H56 22.6140 13.3446 15.2762
H57 24.0416 20.9679 13.8424
H58 22.7329 9.8645 4.7732
H59 25.4149 12.9557 8.1855
H60 20.1560 14.2035 9.8073
H61 26.3687 20.9051 13.6925
H62 22.4808 12.7038 17.6151
H63 23.5024 20.9285 16.0881
H64 24.9463 13.7974 6.2354
H65 18.3256 9.9849 15.5957
H66 20.2873 12.5777 10.5534
H67 19.9642 13.5604 17.9454
H68 24.1445 20.9123 9.5156

=====

Below is C30H68N4O16 as an isolated structure, with properties calculated with ωB97M-V with the def2-TZVPD basis set.

Summary:
DFT total energy	-2605.68652	a.u.
max |F|	13.27	eV Å⁻¹
net charge	0
ΔE to the lowest compared entry with this formula, charge and spin	0.00	kJ/mol

Geometry (Å):
O1 -0.6684 -3.2727 4.3545
O2 2.1184 -1.7786 -1.0460
O3 -0.7050 -0.8492 -4.6907
O4 -3.6340 -4.0541 -0.2352
O5 -3.6232 0.8120 0.1263
O6 -0.4125 -0.7842 6.7346
O7 -1.8737 1.6247 -3.9053
O8 2.1896 -2.8837 0.4989
O9 2.2218 0.3171 -1.5969
O10 2.5019 -1.2819 -2.9893
O11 -1.0463 5.9529 -0.9224
O12 -0.6938 1.8133 -2.2493
O13 0.2108 1.9158 6.3165
O14 -2.2335 3.2682 -2.3955
O15 1.1005 2.7921 -5.7893
O16 -0.2367 1.6169 2.0902
N1 -1.6751 2.2847 -2.8234
N2 0.1522 0.2676 0.0283
N3 2.4609 -0.9289 -1.8435
N4 1.4397 0.6483 -4.8839
C1 2.2353 2.8410 -3.6223
C2 -0.1469 8.1214 -1.0851
C3 -0.1916 -0.9483 0.8007
C4 -1.4040 -4.0868 0.6719
C5 1.5014 2.1469 -4.7683
C6 -0.6780 -1.3967 4.5199
C7 -3.8743 -0.4873 -1.8984
C8 -1.0310 -2.8097 -5.7813
C9 -4.3441 -0.1656 -0.5105
C10 1.5933 2.1063 6.1452
C11 -2.8397 -3.5864 3.2373
C12 1.8575 1.9784 4.6248
C13 0.2736 1.6103 0.9130
C14 3.0053 -4.2298 -1.3597
C15 2.7916 -5.0668 1.0199
C16 3.1154 -3.8246 0.1726
C17 -0.8251 -2.8030 -3.3150
C18 -4.3134 -1.3927 0.3162
C19 1.5155 -1.7199 5.6643
C20 2.5828 0.0584 -5.6880
C21 -0.0204 -1.7166 5.8298
C22 1.8401 3.5366 6.5165
C23 1.0199 2.8318 0.2872
C24 -1.3414 -3.4957 3.3124
C25 0.5903 6.2360 -2.7131
C26 -0.5152 6.8521 -1.8577
C27 -3.6060 -3.7501 2.0598
C28 -0.6604 -3.8979 2.0776
C29 -1.3878 -2.0964 -4.5454
C30 -2.9265 -3.9458 0.7975
H1 -4.4114 -1.0755 1.3198
H2 4.0776 -3.7408 0.6477
H3 3.6463 0.2330 -5.3863
H4 -1.2482 -2.2527 -2.4484
H5 2.8324 -3.2148 -1.8273
H6 1.1936 4.3967 6.2827
H7 0.6707 7.0155 -3.4675
H8 2.8604 -4.9414 2.0628
H9 -0.3388 -0.5191 4.0284
H10 0.0088 0.9272 6.2796
H11 -1.3655 -2.3331 -6.7396
H12 -1.3756 7.2700 -2.7609
H13 -3.4683 -1.9803 0.2996
H14 1.9823 3.9330 -3.6216
H15 1.7377 3.6039 7.6632
H16 0.8350 8.1187 -0.6889
H17 1.5436 6.0983 -1.9945
H18 1.6860 -0.7225 5.1461
H19 -0.8783 -4.2549 -0.1256
H20 -1.2091 -0.2373 -4.3683
H21 -2.8171 -0.5950 -1.9973
H22 -0.2762 -1.9010 0.2354
H23 -5.4151 0.0842 -0.2900
H24 3.7839 -4.9941 -1.6251
H25 2.2555 -4.8086 -1.4657
H26 1.9103 -2.4846 5.0308
H27 2.6871 -1.0899 -5.5349
H28 2.5014 -2.0077 0.3310
H29 -3.2261 -3.1571 4.1692
H30 0.4201 -0.9830 1.6379
H31 3.3085 2.7982 -3.8246
H32 0.2719 -2.6310 -3.4051
H33 2.8684 2.0720 4.4153
H34 -1.4638 -0.7351 6.9318
H35 1.9446 -5.5102 0.8374
H36 -0.2366 9.0267 -1.6506
H37 -1.7033 -1.6568 4.4542
H38 -0.5247 -2.0247 3.6896
H39 3.4742 -5.7471 0.8003
H40 -1.4971 5.2310 -1.4430
H41 -4.0873 0.4202 -2.3981
H42 1.0455 0.3896 -0.3669
H43 -5.1184 -2.0399 -0.0292
H44 0.2212 -2.9455 -5.7867
H45 1.7655 2.6420 -0.4874
H46 -4.3075 -1.3032 -2.4195
H47 2.2071 -1.8319 6.5850
H48 2.1849 1.2825 6.7861
H49 -3.5751 1.6342 -0.5117
H50 -0.5423 -2.5547 6.1468
H51 -1.4031 -3.9384 -5.8815
H52 1.4749 1.1864 4.0609
H53 -1.1978 -3.6886 -3.3467
H54 1.7603 2.5615 -2.6665
H55 2.8447 3.9757 6.2645
H56 0.5715 0.5113 -5.2952
H57 1.5270 0.4019 -3.9897
H58 -1.0405 8.1686 -0.1960
H59 0.1993 3.5468 -0.2494
H60 1.4900 3.4245 1.0406
H61 1.2570 2.7695 4.1348
H62 -4.6176 -3.6236 2.0629
H63 0.2856 5.3278 -3.1395
H64 -2.5119 -2.1539 -4.3865
H65 2.1922 0.2189 -6.6726
H66 -1.0513 -0.6034 1.3695
H67 -0.4259 0.6334 -0.6836
H68 0.3971 -4.0015 1.8575